(1)
Here is a cluster of 2 separate species, C2H4N2 in total in a non-equilibrium geometry from the OMol25 dataset. Energies are from wB97M-V/def2-TZVPD.

Last column: natural (NBO) charge in e.
Element x y z (Å)
C: 1.018 -0.141 0.408  0.065
C: -1.169 -0.354 -0.465  0.205
N: 1.967 -0.107 -0.426  -0.688
N: -1.859 0.024 0.471  -0.629
H: 1.142 -0.237 1.450  0.130
H: -1.007 -0.487 -1.529  0.199
H: 2.881 -0.200 -0.095  0.338
H: -2.754 0.328 0.611  0.379

orbital gap = 8.20 eV
ΔE to the lowest compared entry with this formula, charge and spin = 115.8 kcal/mol
energy = -187.93373 Ha
LUMO energy = 0.798 eV
total charge = 0

***

(2)
Here is a structure of composition C45H44GeN5O3STi from the OMol25 dataset. Energies are from wB97M-V/def2-TZVPD.

Last column: Mulliken spin population.
Element x y z (Å)
Ti: 0.735 -0.157 -0.436  0.470
C: 2.480 -3.110 2.362  -0.019
C: 2.041 -2.317 1.178  0.265
N: 1.224 -1.269 1.237  -0.011
N: 0.658 -0.951 2.458  -0.027
C: -0.191 0.001 2.243  0.032
O: -0.371 0.506 1.050  -0.011
C: -0.947 0.636 3.343  0.016
C: -2.163 1.251 3.051  0.009
C: -2.856 1.917 4.051  -0.006
C: -2.335 1.985 5.338  0.008
C: -1.127 1.364 5.631  -0.005
C: -0.437 0.682 4.638  0.011
C: 2.401 -2.664 -0.157  0.085
C: 3.159 -3.795 -0.505  0.057
C: 3.396 -4.065 -1.827  0.008
C: 2.886 -3.206 -2.809  0.079
C: 2.153 -2.116 -2.406  -0.021
N: 1.904 -1.844 -1.118  0.080
H: 2.119 -2.648 3.276  0.005
H: 3.570 -3.175 2.399  0.009
H: 2.088 -4.129 2.309  0.015
H: -2.557 1.190 2.043  0.004
H: -3.809 2.380 3.825  0.000
H: -2.878 2.508 6.116  0.001
H: -0.729 1.400 6.638  0.000
H: 0.498 0.178 4.850  0.001
H: 3.528 -4.448 0.273  0.010
H: 3.968 -4.938 -2.111  0.002
H: 3.053 -3.384 -3.861  0.004
H: 1.736 -1.423 -3.127  0.002
O: 3.705 2.569 -1.011  -0.001
C: 2.720 1.989 -1.453  -0.018
O: 2.313 0.845 -0.990  0.030
C: 1.957 2.550 -2.613  0.004
C: 2.690 3.328 -3.512  -0.001
C: 2.107 3.872 -4.639  0.001
C: 0.753 3.651 -4.868  -0.001
C: 0.009 2.905 -3.974  0.003
C: 0.587 2.338 -2.828  -0.006
S: -0.524 1.509 -1.736  -0.004
H: 3.740 3.481 -3.297  0.000
H: 2.697 4.457 -5.334  0.000
H: 0.273 4.064 -5.747  0.000
H: -1.047 2.742 -4.146  0.000
C: 2.202 3.260 2.998  0.002
C: 2.069 2.576 1.619  -0.064
N: 1.357 3.450 0.691  0.000
C: -0.026 3.649 1.107  -0.002
C: -0.065 4.131 2.575  -0.001
N: 1.348 4.499 2.952  0.000
C: 1.917 5.475 1.959  0.000
C: 2.045 4.725 0.608  0.000
H: 3.217 3.586 3.222  0.000
H: 1.830 2.642 3.814  -0.001
H: 1.514 1.648 1.721  0.031
H: 3.045 2.346 1.194  -0.008
H: -0.571 2.715 0.996  0.003
H: -0.479 4.384 0.441  -0.001
H: -0.383 3.351 3.268  0.000
H: -0.681 5.017 2.727  0.000
H: 1.339 4.927 3.874  0.000
H: 2.872 5.820 2.352  0.000
H: 1.225 6.316 1.916  0.000
H: 3.085 4.531 0.349  0.000
H: 1.606 5.322 -0.191  0.000
C: -5.092 -0.275 1.232  -0.003
C: -4.645 0.321 0.059  0.001
C: -3.526 -0.178 -0.594  0.000
C: -2.828 -1.285 -0.099  -0.008
C: -3.296 -1.873 1.076  -0.004
C: -4.414 -1.373 1.738  0.002
Ge: -1.185 -1.844 -1.053  -0.032
C: -1.734 -2.023 -2.941  0.011
C: -1.140 -1.297 -3.971  0.007
C: -1.537 -1.465 -5.293  -0.002
C: -2.545 -2.363 -5.606  0.000
C: -3.160 -3.087 -4.592  -0.001
C: -2.754 -2.916 -3.276  0.002
C: -0.740 -3.693 -0.505  -0.022
C: -0.540 -4.043 0.833  -0.001
C: -0.123 -5.318 1.194  0.015
C: 0.140 -6.269 0.217  -0.007
C: -0.026 -5.933 -1.120  0.004
C: -0.464 -4.663 -1.472  0.005
H: -5.967 0.110 1.743  0.000
H: -5.173 1.173 -0.354  0.000
H: -3.188 0.303 -1.506  0.000
H: -2.800 -2.747 1.479  0.000
H: -4.757 -1.850 2.648  0.000
H: -0.377 -0.562 -3.738  0.000
H: -1.061 -0.886 -6.076  0.000
H: -2.859 -2.493 -6.635  0.000
H: -3.955 -3.784 -4.828  0.000
H: -3.242 -3.490 -2.494  0.000
H: -0.703 -3.308 1.616  -0.009
H: -0.001 -5.569 2.242  -0.001
H: 0.472 -7.261 0.495  -0.001
H: 0.179 -6.664 -1.893  0.000
H: -0.601 -4.429 -2.522  0.004

orbital gap (spin up / spin down) = 5.22 / 6.13 eV
multiplicity = 2
ΔE to the lowest compared entry with this formula, charge and spin = 3.6 kcal/mol
energy = -5565.37176 Ha
LUMO energy (spin up / spin down) = -0.525 / -0.525 eV
total charge = 0
⟨S²⟩ = 0.798

***

(3)
Here is a cluster of 2 separate species, C2H7N2O in total in a non-equilibrium geometry from the OMol25 dataset. Energies are from wB97M-V/def2-TZVPD.

Last column: natural (NBO) charge in e.
Element x y z (Å)
C: -1.553 0.103 -0.021  0.292
C: 1.710 0.186 0.140  -0.542
N: -0.585 0.863 -0.380  0.061
N: -1.403 -1.053 0.588  -0.655
O: -0.729 2.091 -0.898  -0.345
H: -2.571 0.412 -0.273  0.247
H: 1.595 0.312 1.202  0.175
H: 1.670 -0.789 -0.304  0.171
H: 2.138 1.001 -0.415  0.184
H: -2.202 -1.619 0.829  0.446
H: -0.493 -1.357 0.903  0.442
H: -0.426 2.107 -1.825  0.526

orbital gap (spin up / spin down) = 8.30 / 7.55 eV
multiplicity = 3
ΔE to the lowest compared entry with this formula, charge and spin = 27.4 kcal/mol
energy = -264.67332 Ha
LUMO energy (spin up / spin down) = -3.883 / -8.319 eV
total charge = +1
⟨S²⟩ = 2.009

***

(4)
Here is an isolated molecule of C2H12Si4 in a non-equilibrium geometry from the OMol25 dataset. Energies are from wB97M-V/def2-TZVPD.

Last column: natural (NBO) charge in e.
Element x y z (Å)
C: -0.560 -1.058 1.682  -1.108
C: -0.741 -0.957 -1.493  -1.064
Si: 3.474 0.478 -0.401  0.388
Si: -3.077 0.815 -0.186  0.423
Si: 1.408 1.111 0.173  0.067
Si: -0.843 0.088 0.164  0.730
H: -0.349 -0.526 2.597  0.241
H: -1.328 -1.729 2.161  0.248
H: 0.404 -1.549 1.441  0.233
H: -1.561 -0.542 -2.117  0.230
H: 0.160 -0.676 -1.997  0.222
H: -0.690 -2.022 -1.328  0.240
H: 3.805 -0.716 0.329  -0.175
H: 4.392 0.267 -1.692  -0.116
H: -3.078 1.466 -1.481  -0.182
H: -3.960 1.642 0.655  -0.164
H: 1.501 1.412 1.624  -0.100
H: 1.042 2.497 -0.130  -0.113

orbital gap (spin up / spin down) = 6.13 / 6.40 eV
ΔE to the lowest compared entry with this formula, charge and spin = 68.8 kcal/mol
energy = -1241.16873 Ha
LUMO energy (spin up / spin down) = -1.515 / -1.482 eV
total charge = 0

***

(5)
Here is a cluster of 8 separate species, C4H25N2O8 in total in a non-equilibrium geometry from the OMol25 dataset. Energies are from wB97M-V/def2-TZVPD.

Last column: natural (NBO) charge in e.
Element x y z (Å)
O: -1.750 0.967 -3.481  -0.644
C: -0.767 0.401 -2.982  0.661
N: 0.499 0.661 -3.278  -0.779
C: -0.980 -0.665 -1.901  -0.184
N: -2.411 -0.616 -1.621  -0.720
C: -0.657 -3.063 -1.174  -0.652
C: -0.550 -2.052 -2.314  -0.414
H: 1.263 0.179 -2.910  0.416
H: 0.695 1.346 -3.995  0.413
H: -0.464 -0.350 -1.019  0.237
H: -2.563 -0.327 -0.582  0.471
H: -2.852 -1.515 -1.807  0.412
H: -2.801 0.071 -2.240  0.447
H: -1.707 -3.235 -0.881  0.192
H: -0.143 -2.702 -0.261  0.223
H: -0.219 -4.018 -1.454  0.228
H: 0.490 -2.018 -2.650  0.227
H: -1.100 -2.420 -3.187  0.210
H: -0.514 -0.689 3.194  0.385
H: -0.140 0.744 2.548  0.484
O: -0.252 -0.235 2.370  -1.244
H: 4.553 -0.423 -0.529  0.458
H: 3.276 -0.424 0.320  0.500
O: 3.607 -0.379 -0.613  -1.007
H: -0.075 2.835 3.719  0.481
H: 1.148 2.400 2.823  0.522
O: 0.141 2.456 2.891  -1.050
H: 1.555 -0.584 2.053  0.481
H: 2.907 -1.289 2.527  0.447
O: 2.595 -0.528 1.942  -1.142
H: -1.811 -0.131 1.416  0.509
H: -2.696 1.036 0.923  0.516
O: -2.651 0.064 0.884  -1.015
H: -1.099 2.729 1.598  0.512
H: -1.920 3.496 0.461  0.478
O: -1.894 2.668 0.984  -1.031
H: 2.926 1.103 2.611  0.508
H: 3.536 2.505 2.633  0.472
O: 2.823 2.004 2.983  -1.004

orbital gap (spin up / spin down) = 2.74 / 10.95 eV
multiplicity = 2
ΔE to the lowest compared entry with this formula, charge and spin = 0.0 kcal/mol
energy = -878.78045 Ha
LUMO energy (spin up / spin down) = 0.406 / 0.228 eV
total charge = 0
⟨S²⟩ = 0.751

***

(6)
Here is a cluster of 2 separate species, C9H16O3Si in total in a non-equilibrium geometry from the OMol25 dataset. Energies are from wB97M-V/def2-TZVPD.

Last column: natural (NBO) charge in e.
Element x y z (Å)
C: -1.938 0.655 -1.793  -0.240
C: -2.845 1.506 -1.260  -0.182
C: -2.003 -0.595 -1.097  -0.250
C: -2.918 -0.479 -0.092  0.036
C: -3.550 0.819 -0.124  -0.516
C: -3.419 -1.532 0.920  -0.635
C: 4.166 -1.089 -0.623  -0.223
C: 2.395 2.533 2.131  -0.245
C: 0.338 -0.829 1.728  -0.061
O: 3.625 0.125 -0.273  -0.909
O: 2.269 2.122 0.778  -0.922
O: 1.394 -0.526 1.069  -0.866
Si: 2.113 0.653 0.196  1.867
H: -1.227 0.682 -2.591  0.217
H: -3.069 2.530 -1.529  0.209
H: -3.366 1.432 0.816  0.247
H: -4.588 1.019 -0.203  0.254
H: -2.790 -2.504 0.931  0.211
H: -4.345 -1.905 0.609  0.217
H: -3.425 -1.015 1.945  0.216
H: 3.854 -1.754 0.150  0.169
H: 5.187 -1.140 -0.807  0.180
H: 3.699 -1.424 -1.573  0.158
H: 1.781 3.464 2.329  0.184
H: 3.425 2.833 2.315  0.188
H: 2.024 1.736 2.787  0.171
H: -0.160 -1.718 1.305  0.167
H: -1.455 -1.464 -1.231  0.209
H: 0.079 -0.048 2.522  0.149

orbital gap (spin up / spin down) = 7.98 / 7.10 eV
ΔE to the lowest compared entry with this formula, charge and spin = 54.5 kcal/mol
energy = -867.62875 Ha
LUMO energy (spin up / spin down) = 0.820 / -0.103 eV
total charge = 0

***

(7)
Here is a cluster of 9 separate species, H18O9 in total from the OMol25 dataset. Energies are from wB97M-V/def2-TZVPD.

Last column: natural (NBO) charge in e.
Element x y z (Å)
O: -2.696 1.192 1.940  -0.959
H: -1.939 1.058 1.370  0.485
H: -3.328 0.529 1.660  0.469
O: -0.375 0.434 0.104  -0.969
H: 0.078 1.232 0.377  0.483
H: 0.324 -0.205 -0.031  0.483
O: -1.241 -0.007 -2.881  -0.949
H: -2.044 0.226 -3.347  0.465
H: -0.896 0.828 -2.566  0.482
O: 2.395 -1.161 1.170  -0.962
H: 2.769 -0.328 1.459  0.492
H: 2.576 -1.767 1.888  0.490
O: -0.165 3.104 -2.830  -0.942
H: 0.397 3.620 -3.407  0.473
H: 0.351 2.990 -2.031  0.470
O: -0.772 -2.404 2.774  -0.942
H: -1.301 -1.755 3.238  0.467
H: -0.381 -1.920 2.047  0.475
O: -0.917 -2.880 -0.400  -0.972
H: -1.358 -2.193 -0.900  0.472
H: 0.012 -2.761 -0.597  0.480
O: 0.653 3.150 0.970  -0.957
H: 0.175 3.942 1.217  0.489
H: 1.538 3.456 0.772  0.474
O: 1.763 -2.702 -0.916  -0.961
H: 1.952 -2.296 -0.070  0.486
H: 2.431 -3.381 -1.010  0.477

orbital gap = 9.91 eV
ΔE to the lowest compared entry with this formula, charge and spin = 53.3 kcal/mol
SMILES = O.O.O.O.O.O.O.O.O
energy = -687.94081 Ha
LUMO energy = -0.307 eV
total charge = 0

***

(8)
Here is a structure of composition C49H60BMnN6O2S2Sb from the OMol25 dataset. Energies are from wB97M-V/def2-TZVPD.

Last column: Mulliken spin population.
Element x y z (Å)
Mn: -0.029 0.177 -0.012  4.464
C: 3.856 -1.363 -3.524  0.001
C: 3.417 -1.266 -2.101  0.007
C: 4.074 -1.650 -0.955  0.014
C: 3.206 -1.323 0.107  0.061
N: 2.094 -0.783 -0.373  -0.061
N: 2.231 -0.747 -1.725  0.086
B: 1.119 -0.151 -2.589  -0.288
N: -0.175 -1.006 -2.385  -0.043
N: -0.436 -1.623 -1.188  0.195
C: -1.545 -2.333 -1.345  -0.007
C: -2.006 -2.205 -2.659  -0.002
C: -1.118 -1.349 -3.285  0.008
C: -1.189 -0.853 -4.688  0.000
C: -2.136 -3.100 -0.188  -0.005
C: -2.555 -4.493 -0.665  -0.001
C: -3.362 -2.335 0.333  0.005
C: -1.111 -3.246 0.939  -0.010
N: 0.948 1.351 -2.186  -0.040
N: 1.199 1.783 -0.907  0.171
C: 1.105 3.108 -0.924  0.010
C: 0.796 3.548 -2.215  -0.001
C: 0.689 2.406 -2.983  0.007
C: 0.326 2.331 -4.426  0.001
C: 1.318 3.923 0.326  -0.007
C: 2.176 5.148 -0.001  0.000
C: -0.048 4.379 0.844  -0.001
C: 2.011 3.084 1.401  -0.013
C: 3.469 -1.520 1.574  -0.039
C: 4.731 -0.739 1.962  0.000
C: 2.306 -1.011 2.403  0.140
C: 3.676 -3.013 1.857  0.000
H: 4.849 -1.809 -3.568  0.000
H: 3.898 -0.381 -3.995  0.000
H: 3.174 -1.982 -4.108  0.000
H: 5.052 -2.100 -0.898  0.000
H: 1.410 -0.193 -3.751  0.004
H: -2.869 -2.669 -3.110  0.000
H: -1.810 -1.526 -5.276  0.000
H: -0.206 -0.788 -5.152  0.000
H: -1.650 0.135 -4.717  0.001
H: -3.299 -4.432 -1.462  0.000
H: -2.995 -5.054 0.163  0.000
H: -1.695 -5.052 -1.043  0.000
H: -4.129 -2.255 -0.441  0.001
H: -3.088 -1.321 0.636  0.004
H: -3.793 -2.857 1.193  0.000
H: -0.211 -3.760 0.591  -0.002
H: -1.547 -3.822 1.758  -0.001
H: -0.819 -2.273 1.338  0.034
H: 0.672 4.562 -2.560  0.000
H: 0.542 3.286 -4.902  0.000
H: -0.743 2.141 -4.534  0.000
H: 0.871 1.547 -4.950  0.000
H: 1.701 5.774 -0.758  0.000
H: 3.159 4.850 -0.372  0.000
H: 2.316 5.757 0.895  0.000
H: -0.559 5.006 0.110  0.001
H: 0.065 4.950 1.772  0.000
H: -0.680 3.516 1.032  0.009
H: 2.971 2.699 1.048  -0.001
H: 1.390 2.233 1.699  0.027
H: 2.186 3.701 2.287  -0.001
H: 4.591 0.329 1.780  0.000
H: 5.594 -1.072 1.382  0.000
H: 4.955 -0.882 3.023  0.000
H: 2.130 0.052 2.231  -0.029
H: 2.539 -1.140 3.462  -0.003
H: 1.387 -1.557 2.170  0.006
H: 4.512 -3.412 1.280  0.000
H: 2.780 -3.582 1.593  0.000
H: 3.890 -3.171 2.919  0.000
S: -1.083 0.449 2.353  0.156
Sb: -0.803 -0.480 4.403  0.036
C: -0.928 -2.581 4.456  0.001
C: 0.198 -3.394 4.374  0.001
C: 0.048 -4.772 4.293  0.000
C: -1.221 -5.336 4.293  0.001
C: -2.345 -4.525 4.364  0.000
C: -2.202 -3.146 4.438  0.002
C: -2.443 0.180 5.539  0.003
C: -3.005 1.410 5.215  0.001
C: -4.130 1.853 5.896  0.001
C: -4.689 1.067 6.896  0.000
C: -4.121 -0.157 7.225  0.000
C: -2.996 -0.606 6.546  -0.001
C: 0.992 0.152 5.295  0.005
C: 1.513 1.367 4.866  -0.001
C: 2.713 1.822 5.395  0.001
C: 3.385 1.063 6.346  0.000
C: 2.858 -0.149 6.776  0.000
C: 1.656 -0.607 6.253  -0.001
H: 1.191 -2.965 4.360  0.000
H: 0.925 -5.403 4.223  0.000
H: -1.334 -6.410 4.226  0.000
H: -3.335 -4.962 4.351  0.000
H: -3.083 -2.516 4.467  0.000
H: -2.596 2.003 4.405  -0.002
H: -4.584 2.799 5.632  0.000
H: -5.577 1.408 7.412  0.000
H: -4.559 -0.769 8.004  0.000
H: -2.556 -1.561 6.806  0.000
H: 1.004 1.939 4.097  0.003
H: 3.127 2.763 5.057  0.000
H: 4.324 1.417 6.753  0.000
H: 3.383 -0.739 7.516  0.000
H: 1.250 -1.555 6.589  0.000
O: -8.202 2.693 1.967  0.000
C: -6.948 2.860 2.451  0.000
O: -6.812 3.301 3.564  0.001
C: -5.815 2.482 1.565  0.006
C: -4.532 2.650 2.064  -0.007
C: -3.418 2.303 1.324  0.044
C: -3.534 1.755 0.039  0.004
S: -2.187 1.259 -0.957  0.047
C: -4.838 1.606 -0.468  -0.002
C: -5.948 1.963 0.276  -0.002
H: -8.167 2.334 1.072  0.000
H: -4.421 3.060 3.060  0.000
H: -2.447 2.445 1.757  0.002
H: -4.962 1.187 -1.459  0.001
H: -6.920 1.811 -0.184  -0.001

orbital gap (spin up / spin down) = 6.86 / 6.91 eV
multiplicity = 6
ΔE to the lowest compared entry with this formula, charge and spin = 7.9 kcal/mol
energy = -4594.87055 Ha
LUMO energy (spin up / spin down) = 0.058 / 0.011 eV
total charge = 0
⟨S²⟩ = 8.755